The following is a DFT calculation (the ωB97M-V functional and the def2-TZVPD basis) of a structure of composition C47H42BrClCoN3O6S2Te.

Output
Energy relative to the best compared isomer or geometry (same formula, charge and spin), kJ/mol: 165.5
E, eV: -215335.189

Structure (ORCA input):
```
! wB97M-V def2-TZVPD RIJCOSX def2/J DEFGRID3
* xyz -2 1
Co 2.157 2.045 0.743
Br 3.884 4.950 1.666
C 1.982 4.752 1.801
C 1.332 5.534 2.741
C -0.051 5.481 2.755
C -0.708 4.695 1.825
C 0.041 3.912 0.957
N 1.385 3.922 0.971
C -0.670 3.005 -0.063
O -1.754 3.451 -0.488
O -0.077 1.924 -0.321
H 1.897 6.154 3.422
H -0.608 6.068 3.478
H -1.784 4.661 1.740
S 2.670 -0.746 -1.490
C 3.242 -0.531 0.136
N 3.338 0.498 0.923
C 3.961 0.164 2.125
C 4.261 1.061 3.146
C 4.840 0.579 4.308
C 5.129 -0.779 4.462
C 4.858 -1.674 3.439
C 4.285 -1.188 2.271
S 3.837 -2.052 0.834
H 4.005 2.103 3.010
H 5.067 1.268 5.115
H 5.568 -1.138 5.387
H 5.080 -2.729 3.550
C 1.500 -2.449 5.789
C 0.069 -2.145 5.461
C -0.872 -3.142 5.263
C -2.162 -2.819 4.870
Cl -3.330 -4.105 4.625
C -2.532 -1.510 4.647
C -1.597 -0.501 4.849
C -0.314 -0.812 5.272
O 0.620 0.122 5.584
C 0.752 1.239 4.710
C 1.243 0.840 3.310
O 1.409 -0.359 3.066
O 1.452 1.857 2.586
H 1.674 -3.527 5.797
H 1.785 -2.039 6.761
H 2.145 -1.981 5.041
H -0.593 -4.182 5.388
H -3.530 -1.274 4.304
H -1.877 0.526 4.653
H 1.495 1.887 5.170
H -0.179 1.808 4.628
C -5.669 -3.032 -6.046
C -4.806 -2.199 -5.134
C -4.739 -2.456 -3.772
C -3.938 -1.702 -2.916
C -3.943 -2.051 -1.451
C -3.153 -0.652 -3.431
Te -1.911 0.535 -2.112
N 2.197 0.567 -2.359
C 2.315 1.837 -2.079
O 2.797 2.411 -1.061
C 1.850 2.756 -3.190
C 1.190 2.283 -4.321
C 0.761 3.162 -5.305
C 0.985 4.527 -5.170
C 1.639 5.005 -4.042
C 2.063 4.124 -3.055
C -0.886 -1.196 -1.414
C -0.307 -2.113 -2.304
C -0.246 -1.918 -3.798
C 0.286 -3.269 -1.797
C 0.369 -3.515 -0.436
C 1.064 -4.739 0.100
C -0.170 -2.576 0.430
C -0.809 -1.426 -0.029
C -1.365 -0.505 1.023
C -3.228 -0.375 -4.808
C -2.449 0.729 -5.488
C -4.049 -1.149 -5.630
H -6.311 -3.703 -5.473
H -5.061 -3.647 -6.716
H -6.309 -2.406 -6.672
H -5.334 -3.265 -3.355
H -4.755 -2.745 -1.224
H -4.053 -1.157 -0.836
H -3.000 -2.514 -1.151
H 1.015 1.220 -4.405
H 0.234 2.782 -6.174
H 0.639 5.215 -5.934
H 1.805 6.070 -3.922
H 2.546 4.473 -2.150
H -0.509 -0.905 -4.083
H -0.925 -2.601 -4.317
H 0.771 -2.112 -4.150
H 0.738 -3.971 -2.494
H 1.497 -5.332 -0.708
H 0.373 -5.378 0.656
H 1.869 -4.457 0.784
H -0.087 -2.723 1.504
H -0.544 -0.113 1.628
H -2.029 -1.065 1.688
H -1.908 0.339 0.609
H -1.948 1.388 -4.785
H -3.113 1.333 -6.112
H -1.683 0.303 -6.143
H -4.091 -0.916 -6.692
*
```